Formula: C6H6
Source: OMol25
Level of theory: the ωB97M-V functional and the def2-TZVPD basis

ORCA input file:
```
! wB97M-V def2-TZVPD RIJCOSX def2/J DEFGRID3
* xyz 0 1
C -1.95 0.75 0.04
C -1.34 -0.66 0.02
C 0.12 -0.59 -0.04
C 1.32 -0.43 -0.06
C 2.69 -0.20 -0.07
C 3.87 0.03 -0.07
H -3.03 0.70 0.21
H -1.49 1.35 0.84
H -1.77 1.26 -0.91
H -1.72 -1.23 -0.83
H -1.63 -1.21 0.92
H 4.92 0.24 -0.06
*
```

Calculated values
* lowest unoccupied orbital energy: 0.99 eV
* SMILES: C#CC#CCC
* orbital gap: 10.27 eV
* DFT total energy: -232.099368 Ha
* energy above the lowest of the compared OMol25 structures with the same formula, charge and spin: 333.3 kJ/mol



Formula: C3H5NO2
Source: OMol25
Level of theory: the ωB97M-V functional and the def2-TZVPD basis

ORCA input file:
```
! wB97M-V def2-TZVPD RIJCOSX def2/J DEFGRID3
* xyz 0 1
C -1.54 0.05 -0.20
C -0.16 -0.27 0.29
O 0.64 0.86 0.28
N 0.32 -1.34 0.72
C 1.93 0.78 -0.15
O 2.35 0.01 -0.97
H -1.54 0.14 -1.30
H -1.88 1.01 0.20
H -2.25 -0.73 0.09
H -0.38 -2.08 0.70
H 2.52 1.56 0.34
*
```

Calculated values
* lowest unoccupied orbital energy: 0.85 eV
* SMILES: [H]/N=C(\C)OC=O
* orbital gap: 11.37 eV
* DFT total energy: -322.539953 Ha
* energy above the lowest of the compared OMol25 structures with the same formula, charge and spin: 90.3 kJ/mol



Formula: C6H14
Source: OMol25
Level of theory: the ωB97M-V functional and the def2-TZVPD basis

ORCA input file:
```
! wB97M-V def2-TZVPD RIJCOSX def2/J DEFGRID3
* xyz 0 1
C 1.97 -0.42 3.27
C 0.87 -0.77 2.27
H 1.57 -0.17 4.25
H 2.54 0.45 2.94
H 2.67 -1.25 3.41
H 0.15 0.04 2.16
H 1.29 -0.96 1.29
H 0.34 -1.68 2.53
C -0.71 0.11 -3.24
C -0.70 -0.46 -1.82
C -0.42 0.60 -0.80
C -1.37 1.17 -0.08
H 0.26 0.53 -3.51
H -0.94 -0.67 -3.97
H -1.45 0.90 -3.32
H -0.02 -1.31 -1.74
H -1.68 -0.89 -1.59
H 0.60 0.96 -0.77
H -1.14 1.96 0.62
H -2.37 0.74 -0.05
*
```

Calculated values
* lowest unoccupied orbital energy: 1.15 eV
* SMILES: C=CCC.CC
* orbital gap: 10.83 eV
* DFT total energy: -236.969378 Ha
* energy above the lowest of the compared OMol25 structures with the same formula, charge and spin: 110.3 kJ/mol



Formula: H3N3O3
Source: OMol25
Level of theory: the ωB97M-V functional and the def2-TZVPD basis

ORCA input file:
```
! wB97M-V def2-TZVPD RIJCOSX def2/J DEFGRID3
* xyz 0 1
N -0.22 -1.91 0.59
N -0.74 -0.89 0.26
N 1.29 1.59 -0.25
O 0.87 1.36 1.04
O 2.20 2.32 -0.33
O -1.41 -0.78 -0.99
H -0.30 -2.75 0.03
H 0.05 0.96 0.81
H -1.74 0.11 -1.17
*
```

Calculated values
* lowest unoccupied orbital energy: 0.57 eV
* SMILES: [H]/N=N\O.O=NO
* orbital gap: 10.85 eV
* DFT total energy: -391.604285 Ha
* energy above the lowest of the compared OMol25 structures with the same formula, charge and spin: 357.0 kJ/mol



Formula: C23H31NO17P
Source: OMol25
Level of theory: the ωB97M-V functional and the def2-TZVPD basis

ORCA input file:
```
! wB97M-V def2-TZVPD RIJCOSX def2/J DEFGRID3
* xyz 1 1
C 4.43 -0.04 -1.44
P 2.96 -1.10 -1.89
C 3.18 -1.42 -3.72
C 1.39 -0.06 -1.85
C 0.24 -0.76 -2.21
C -0.98 -0.10 -2.24
C -2.26 -0.86 -2.61
O -2.39 -2.01 -2.29
O -3.17 -0.15 -3.33
C -1.00 1.28 -1.92
C 0.16 1.90 -1.56
N 1.34 1.24 -1.52
H 4.23 0.41 -0.47
H 5.29 -0.73 -1.42
H 4.53 0.70 -2.25
H 2.62 -0.66 -4.29
H 4.23 -1.32 -4.02
H 2.74 -2.39 -4.01
H 0.31 -1.81 -2.47
H -2.65 0.45 -3.89
H -1.94 1.82 -1.97
H 0.15 2.96 -1.31
H 2.19 1.72 -1.23
C -5.59 -1.57 -0.02
C -4.49 -2.60 -0.03
O -4.59 -3.17 1.27
C -5.86 -2.97 1.71
O -6.32 -3.48 2.68
O -6.54 -2.13 0.89
H -6.04 -1.42 -1.00
H -5.26 -0.60 0.36
H -4.65 -3.38 -0.78
H -3.50 -2.16 -0.18
C -1.22 5.64 0.99
C -0.26 5.88 2.13
O 0.79 4.95 1.84
C 0.76 4.70 0.52
O 1.61 4.09 -0.07
O -0.35 5.20 -0.06
H -1.76 6.54 0.70
H -1.94 4.85 1.21
H 0.15 6.89 2.13
H -0.70 5.68 3.10
C -7.01 -6.71 -0.28
C -6.06 -6.49 0.87
O -5.00 -7.41 0.59
C -5.01 -7.64 -0.75
O -4.16 -8.22 -1.34
O -6.13 -7.12 -1.33
H -7.55 -5.81 -0.55
H -7.73 -7.51 -0.08
H -5.65 -5.48 0.90
H -6.51 -6.72 1.84
C 5.39 4.87 0.35
C 4.77 3.50 0.24
O 5.85 2.70 -0.20
C 7.01 3.32 0.18
O 8.08 2.82 0.11
O 6.76 4.57 0.64
H 4.95 5.47 1.14
H 5.35 5.43 -0.59
H 4.41 3.13 1.20
H 3.95 3.47 -0.47
C 3.82 -0.91 3.61
C 3.38 0.34 4.32
O 3.28 1.29 3.24
C 3.09 0.59 2.10
O 2.80 1.08 1.05
O 3.26 -0.73 2.30
H 3.44 -1.82 4.07
H 4.90 -0.99 3.52
H 2.40 0.24 4.79
H 4.09 0.68 5.06
*
```

Calculated values
* lowest unoccupied orbital energy: -4.48 eV
* orbital gap: 7.30 eV
* DFT total energy: -2570.045137 Ha



Formula: C5H4OS
Source: OMol25
Level of theory: the ωB97M-V functional and the def2-TZVPD basis

ORCA input file:
```
! wB97M-V def2-TZVPD RIJCOSX def2/J DEFGRID3
* xyz 0 1
C -1.39 0.27 0.44
C -0.06 0.20 -0.26
C 1.25 0.49 0.43
C 2.40 -0.30 0.03
C 3.40 -1.02 -0.01
H -1.29 0.75 1.46
H 0.05 -0.47 -1.07
H 1.08 0.80 1.52
H 4.31 -1.51 -0.16
O 0.71 1.37 -0.50
S -2.72 -0.52 -0.09
*
```

Calculated values
* lowest unoccupied orbital energy: -0.87 eV
* SMILES: C#C[C@H]1O[C@@H]1C=S
* orbital gap: 8.35 eV
* DFT total energy: -666.193935 Ha
* energy above the lowest of the compared OMol25 structures with the same formula, charge and spin: 375.5 kJ/mol



Formula: C4H2OS
Source: OMol25
Level of theory: the ωB97M-V functional and the def2-TZVPD basis

ORCA input file:
```
! wB97M-V def2-TZVPD RIJCOSX def2/J DEFGRID3
* xyz 0 1
C -0.34 1.26 -1.26
C 2.00 -1.38 -0.73
C 0.44 0.65 -0.64
C 1.02 -2.16 -1.03
O 0.17 -2.94 -1.33
S 1.76 0.07 0.32
H -1.11 1.70 -1.87
H 3.00 -1.17 -1.15
*
```

Calculated values
* lowest unoccupied orbital energy: -0.14 eV
* SMILES: C#CSC=C=O
* orbital gap: 8.78 eV
* DFT total energy: -626.914249 Ha
* energy above the lowest of the compared OMol25 structures with the same formula, charge and spin: 55.0 kJ/mol



Formula: C38H34Cl2N2OPSTi
Source: OMol25
Level of theory: the ωB97M-V functional and the def2-TZVPD basis

ORCA input file:
```
! wB97M-V def2-TZVPD RIJCOSX def2/J DEFGRID3
* xyz 3 1
Ti -0.28 0.33 0.26
C -2.56 -4.15 -2.49
C -2.06 -2.85 -3.11
C -3.08 -2.31 -4.13
C -1.79 -1.80 -2.03
C -1.34 -0.48 -2.67
O -0.46 0.28 -1.77
C 0.74 -0.35 -1.40
N -0.78 -2.21 -1.05
C 2.06 0.13 -1.90
C 2.49 -0.07 -3.21
C 3.80 0.26 -3.54
C 4.68 0.75 -2.59
C 4.26 0.96 -1.28
C 2.94 0.65 -0.96
P 2.06 1.07 0.54
C 3.06 1.49 1.95
C 3.48 2.81 2.15
C 4.29 3.10 3.24
C 4.67 2.08 4.11
C 4.25 0.77 3.90
C 3.44 0.47 2.82
C 1.08 2.50 -0.03
C 1.45 3.27 -1.13
C 0.60 4.25 -1.62
C -0.66 4.44 -1.06
C -1.07 3.67 0.01
C -0.21 2.69 0.52
H -3.52 -4.00 -1.98
H -1.85 -4.57 -1.78
H -2.73 -4.90 -3.27
H -1.11 -3.05 -3.62
H -4.00 -2.01 -3.63
H -3.33 -3.09 -4.84
H -2.70 -1.46 -4.70
H -2.73 -1.62 -1.49
H -2.17 0.17 -2.91
H -0.75 -0.67 -3.57
H 1.83 -0.50 -3.95
H 4.14 0.11 -4.56
H 5.70 0.98 -2.86
H 4.93 1.36 -0.53
H 3.19 3.60 1.47
H 4.63 4.11 3.40
H 5.30 2.31 4.96
H 4.56 -0.01 4.59
H 3.11 -0.55 2.66
H 2.42 3.11 -1.59
H 0.92 4.86 -2.45
H -1.32 5.21 -1.45
H -2.03 3.85 0.47
H -0.51 2.24 1.48
S -3.11 -2.50 2.21
C -3.71 -0.88 2.45
C -4.69 -0.44 3.33
C -5.03 0.90 3.29
C -4.44 1.77 2.37
C -3.46 1.32 1.50
C -3.08 -0.02 1.56
N -2.12 -0.63 0.76
C -2.05 -1.93 1.00
C -1.13 -2.75 0.22
C -0.59 -3.90 0.67
C 0.44 -4.63 -0.02
C 1.43 -4.06 -0.76
C 1.59 -2.66 -1.02
C 0.55 -1.79 -1.16
H -5.18 -1.12 4.02
H -5.80 1.27 3.96
H -4.76 2.80 2.33
H -3.06 1.97 0.73
H -0.91 -4.29 1.63
H 0.52 -5.68 0.21
H 2.24 -4.70 -1.07
H 2.60 -2.29 -1.15
Cl -0.12 0.05 3.04
C -0.80 1.43 4.00
Cl 0.26 2.82 3.97
H -0.90 1.05 5.01
H -1.77 1.67 3.56
*
```

Calculated values
* lowest unoccupied orbital energy (alpha / beta): -10.19 / -10.17 eV
* orbital gap (alpha / beta): 6.00 / 6.01 eV
* DFT total energy: -4161.647754 Ha
* energy above the lowest of the compared OMol25 structures with the same formula, charge and spin: 0.0 kJ/mol



Formula: C2H11N2
Source: OMol25
Level of theory: the ωB97M-V functional and the def2-TZVPD basis

ORCA input file:
```
! wB97M-V def2-TZVPD RIJCOSX def2/J DEFGRID3
* xyz 1 1
N 0.03 1.59 1.54
H -0.41 2.46 1.30
H 0.47 0.25 0.39
H -0.54 1.04 2.15
H 0.93 1.78 1.96
C 0.15 0.20 -1.66
N 0.50 -0.52 -0.34
C -0.52 -1.54 0.08
H -0.58 0.93 -1.32
H -0.32 -0.56 -2.26
H 1.07 0.67 -1.97
H 1.41 -0.96 -0.33
H -1.47 -1.06 0.28
H -0.64 -2.22 -0.76
H -0.10 -2.05 0.94
*
```

Calculated values
* lowest unoccupied orbital energy: -3.12 eV
* orbital gap: 12.08 eV
* DFT total energy: -192.067993 Ha
* energy above the lowest of the compared OMol25 structures with the same formula, charge and spin: 49.1 kJ/mol



Formula: Cl2H4OSi2
Source: OMol25
Level of theory: the ωB97M-V functional and the def2-TZVPD basis

ORCA input file:
```
! wB97M-V def2-TZVPD RIJCOSX def2/J DEFGRID3
* xyz 0 1
O -1.65 -0.18 -1.66
Si 1.71 -0.12 0.69
Si -1.34 0.00 -0.06
Cl -2.14 1.83 0.29
Cl -2.27 -1.50 1.10
H -0.82 -0.10 -2.11
H 2.42 0.31 -0.49
H 1.77 1.15 1.41
H 2.32 -1.39 0.83
*
```

Calculated values
* lowest unoccupied orbital energy: -0.67 eV
* orbital gap: 8.35 eV
* DFT total energy: -1577.058989 Ha
* energy above the lowest of the compared OMol25 structures with the same formula, charge and spin: 290.3 kJ/mol



Formula: C3H7NOS
Source: OMol25
Level of theory: the ωB97M-V functional and the def2-TZVPD basis

ORCA input file:
```
! wB97M-V def2-TZVPD RIJCOSX def2/J DEFGRID3
* xyz 0 1
C -0.76 -0.31 1.91
C 0.54 1.55 -0.07
C 0.18 -1.26 -2.10
H -0.56 -1.38 1.36
H -1.62 -0.31 2.52
H 0.16 -0.38 2.61
H 0.53 2.73 -0.30
H 1.28 1.18 0.69
H -0.64 -1.00 -2.97
H 0.16 -2.46 -1.89
N 0.91 -0.38 -1.21
O 0.72 0.92 -1.42
S -0.90 1.11 0.86
*
```

Calculated values
* lowest unoccupied orbital energy: 0.55 eV
* SMILES: C=NOCSC
* orbital gap: 9.49 eV
* DFT total energy: -646.500611 Ha
* energy above the lowest of the compared OMol25 structures with the same formula, charge and spin: 554.9 kJ/mol



Formula: C46H121F6N12O15S2Ti
Source: OMol25
Level of theory: the ωB97M-V functional and the def2-TZVPD basis

ORCA input file:
```
! wB97M-V def2-TZVPD RIJCOSX def2/J DEFGRID3
* xyz 0 4
Ti -1.61 -3.82 0.57
C 0.94 -0.74 2.35
F 0.34 -1.67 3.11
F 0.39 0.42 2.60
F 2.24 -0.79 2.59
S 0.66 -1.23 0.51
O 0.96 0.01 -0.18
O 1.55 -2.34 0.26
N -0.96 -1.72 0.47
S -1.76 -0.49 -0.10
O -1.67 0.68 0.76
O -1.59 -0.29 -1.52
C -3.55 -1.08 0.13
F -4.25 -0.89 -0.96
F -3.58 -2.37 0.52
F -4.09 -0.37 1.12
C 0.65 -4.34 -3.23
C -0.44 -4.14 -2.19
C -1.75 -4.78 -2.58
O -2.69 -4.46 -1.55
C -4.05 -4.69 -1.83
N 0.07 -4.68 -0.91
H 0.30 -4.04 -4.22
H 0.96 -5.38 -3.31
H 1.51 -3.70 -3.02
H -0.57 -3.07 -1.98
H -1.64 -5.87 -2.70
H -2.08 -4.37 -3.54
H -4.63 -4.37 -0.96
H -4.21 -5.75 -2.02
H -4.38 -4.15 -2.72
H 0.49 -5.60 -0.97
H 0.92 -4.14 -0.69
C 5.18 0.13 3.58
C 6.62 -0.36 3.34
C 7.46 0.77 2.74
O 6.96 1.02 1.44
C 7.57 2.11 0.78
N 7.25 -0.72 4.61
H 4.56 -0.69 3.94
H 4.74 0.50 2.65
H 5.12 0.96 4.28
H 6.59 -1.23 2.69
H 8.50 0.43 2.67
H 7.48 1.65 3.39
H 7.44 3.04 1.35
H 7.29 2.22 -0.26
H 8.66 1.93 0.82
H 6.55 -1.18 5.19
H 7.47 0.13 5.11
C 1.29 3.11 -4.27
C 0.88 1.89 -3.45
C 1.94 0.80 -3.56
O 2.13 0.44 -4.90
C 3.01 -0.63 -5.10
N 0.63 2.30 -2.07
H 0.57 3.92 -4.37
H 1.50 2.86 -5.31
H 2.20 3.54 -3.84
H -0.09 1.49 -3.80
H 1.62 -0.03 -2.90
H 2.85 1.16 -3.07
H 4.02 -0.32 -4.78
H 3.11 -0.90 -6.15
H 2.77 -1.56 -4.58
H 1.52 2.67 -1.70
H 0.46 1.47 -1.50
C -7.53 3.73 5.24
C -6.29 4.03 4.39
C -6.64 3.90 2.91
O -6.99 2.55 2.62
C -5.92 1.78 2.12
N -5.83 5.37 4.73
H -8.36 4.41 5.05
H -7.38 3.67 6.31
H -7.86 2.73 4.94
H -5.48 3.35 4.67
H -5.78 4.15 2.28
H -7.46 4.56 2.62
H -6.21 0.75 1.92
H -5.14 1.76 2.89
H -5.52 2.21 1.20
H -5.08 5.63 4.08
H -6.52 6.08 4.48
C -2.52 4.41 -1.13
C -1.49 4.93 -0.13
C -1.36 4.10 1.14
O -2.57 4.10 1.88
C -2.43 3.34 3.07
N -0.20 4.93 -0.86
H -2.65 4.98 -2.05
H -3.50 4.37 -0.63
H -2.27 3.39 -1.43
H -1.78 5.96 0.12
H -0.53 4.50 1.73
H -1.14 3.07 0.81
H -1.54 3.59 3.66
H -2.36 2.28 2.83
H -3.33 3.53 3.65
H 0.56 4.61 -0.26
H -0.27 4.18 -1.54
C -5.19 -1.68 -3.88
C -5.93 -0.35 -4.20
C -5.28 0.43 -5.33
O -3.91 0.68 -5.07
C -3.67 1.69 -4.11
N -7.34 -0.66 -4.58
H -4.13 -1.46 -3.76
H -5.34 -2.40 -4.68
H -5.56 -1.97 -2.90
H -6.01 0.23 -3.27
H -5.79 1.39 -5.46
H -5.34 -0.16 -6.25
H -2.62 1.70 -3.80
H -4.24 1.53 -3.20
H -3.93 2.65 -4.58
H -7.24 -1.30 -5.37
H -7.64 -1.30 -3.84
C -0.61 0.37 5.77
C 0.49 1.07 6.55
C 1.26 2.01 5.63
O 2.12 2.83 6.38
C 3.00 3.60 5.59
N -0.04 1.72 7.74
H -1.19 1.05 5.14
H -1.29 -0.15 6.45
H -0.26 -0.38 5.06
H 1.14 0.23 6.80
H 0.62 2.64 4.99
H 1.87 1.44 4.90
H 3.87 2.97 5.36
H 3.29 4.48 6.16
H 2.55 3.97 4.67
H 0.69 2.36 8.04
H -0.77 2.37 7.44
C -2.12 -7.20 0.93
C -2.60 -6.41 2.15
C -1.40 -6.06 3.04
O -0.65 -5.07 2.36
C 0.68 -4.96 2.77
N -3.31 -5.20 1.72
H -1.35 -6.63 0.41
H -2.96 -7.30 0.24
H -1.81 -8.21 1.18
H -3.36 -6.99 2.69
H -0.79 -6.94 3.22
H -1.81 -5.67 3.99
H 0.78 -4.90 3.86
H 1.15 -4.06 2.39
H 1.29 -5.79 2.39
H -4.20 -5.39 1.29
H -3.49 -4.70 2.59
C 2.17 2.88 1.35
C 3.04 3.88 0.60
C 4.43 4.02 1.23
O 4.29 4.62 2.51
C 5.50 5.01 3.09
N 3.14 3.49 -0.81
H 2.75 1.99 1.65
H 1.32 2.58 0.74
H 1.68 3.24 2.25
H 2.52 4.85 0.58
H 5.06 4.64 0.58
H 4.92 3.05 1.39
H 5.95 5.91 2.65
H 6.24 4.20 3.10
H 5.27 5.28 4.12
H 3.75 2.67 -0.89
H 3.62 4.19 -1.38
C 5.85 -0.27 -2.28
C 4.79 -0.45 -1.19
C 5.08 -1.46 -0.08
O 5.55 -2.69 -0.58
C 4.53 -3.60 -0.96
N 4.43 0.88 -0.65
H 6.82 -0.02 -1.84
H 5.62 0.53 -2.99
H 5.98 -1.15 -2.91
H 3.96 -0.85 -1.77
H 4.17 -1.53 0.53
H 5.77 -1.09 0.68
H 4.10 -3.27 -1.91
H 3.77 -3.70 -0.18
H 4.97 -4.60 -1.02
H 5.09 1.04 0.11
H 3.55 0.71 -0.16
C -1.41 -1.27 -4.55
C -0.55 -1.92 -5.64
C -1.35 -2.87 -6.50
O -1.79 -3.98 -5.74
C -2.03 -5.09 -6.57
N -0.05 -0.81 -6.45
H -1.85 -1.95 -3.81
H -2.30 -0.79 -4.96
H -0.77 -0.55 -4.05
H 0.27 -2.40 -5.09
H -0.77 -3.15 -7.39
H -2.21 -2.35 -6.95
H -1.24 -5.34 -7.28
H -2.93 -5.00 -7.20
H -2.28 -5.95 -5.94
H 0.60 -0.27 -5.89
H 0.49 -1.12 -7.26
*
```

Calculated values
* lowest unoccupied orbital energy (alpha / beta): -0.27 / -0.34 eV
* orbital gap (alpha / beta): 4.04 / 7.68 eV
* DFT total energy: -5855.680674 Ha
* ⟨S²⟩: 3.75